This record from the Open Molecules 2025 dataset describes a structure of composition C14H13BrCoF6O in a non-equilibrium geometry. The level of theory is wB97M-V/def2-TZVPD.

Results
charge	-2
HOMO level (alpha / beta)	0.2322 / 0.2317	eV
2S+1	4
expectation value of S²	3.7642
DFT total energy	-5172.4831	hartree
gap between HOMO and LUMO (alpha / beta)	4.99 / 4.97	eV

Last column: Mulliken spin population.
Atoms and positions in Å:
C  -1.916  1.271  -1.727  0.029
C  -1.254  2.372  -2.362  0.085
C  -0.118  1.851  -3.064  0.024
H  -1.564  3.411  -2.313  0.002
C  -0.114  0.432  -2.905  0.043
C  -1.247  0.069  -2.112  0.056
H  -1.546  -0.947  -1.889  0.003
H  -2.816  1.324  -1.125  0.010
H  0.608  2.440  -3.618  0.005
H  0.574  -0.245  -3.394  0.005
Co  -0.045  1.340  -1.161  2.523
Br  0.271  3.035  0.558  0.116
C  -1.619  -0.938  2.789  0.000
C  -2.061  -1.719  1.692  0.000
C  -3.283  -1.145  1.204  0.001
H  -1.582  -2.623  1.319  0.000
C  -3.567  0.010  1.999  -0.001
C  -2.496  0.177  2.942  0.000
H  -2.391  0.987  3.669  0.000
H  -0.751  -1.142  3.404  0.000
H  -3.865  -1.500  0.350  0.000
H  -4.462  0.633  1.940  0.000
C  3.211  0.272  -0.691  0.008
C  2.115  -0.406  0.159  0.013
O  0.907  0.165  0.031  0.067
C  2.047  -1.971  -0.197  0.002
F  3.293  -2.542  -0.262  0.000
F  1.338  -2.696  0.693  0.000
F  1.455  -2.137  -1.417  0.000
C  2.510  -0.317  1.697  0.008
F  3.758  -0.835  1.934  0.001
F  2.527  0.987  2.083  0.000
F  1.651  -0.974  2.506  0.000
H  2.995  0.143  -1.758  0.001
H  4.208  -0.129  -0.506  0.000
H  3.230  1.346  -0.473  -0.001

---

This record from the Open Molecules 2025 dataset describes an isolated molecule of C4H4N2 in a non-equilibrium geometry. The level of theory is wB97M-V/def2-TZVPD.

Results
HOMO level (alpha / beta)	-6.9274 / -7.1968	eV
2S+1	1
DFT total energy	-264.0909	hartree
gap between HOMO and LUMO (alpha / beta)	6.70 / 6.83	eV

Last column: natural (NBO) charge in e.
Atoms and positions in Å:
C  0.541  0.444  -0.058  0.122
C  1.844  0.557  0.035  -0.562
N  -0.167  -2.528  0.084  0.024
N  -0.634  -1.484  0.105  0.017
C  -1.476  -0.463  0.147  -0.192
C  -0.763  0.753  0.064  -0.349
H  1.771  1.644  -0.054  0.242
H  2.594  0.013  -0.547  0.226
H  -2.541  -0.640  0.199  0.238
H  -1.230  1.732  0.047  0.233

---

This record from the Open Molecules 2025 dataset describes a cluster of 2 separate species, C3H8OS2 in total. The level of theory is wB97M-V/def2-TZVPD.

Results
charge	+1
HOMO level (alpha / beta)	-13.3952 / -13.3811	eV
2S+1	2
expectation value of S²	0.7539
DFT total energy	-990.3593	hartree
gap between HOMO and LUMO (alpha / beta)	8.73 / 5.09	eV

Last column: Mulliken spin population.
Atoms and positions in Å:
C  0.298  1.664  0.125  0.493
C  1.058  0.473  0.205  0.238
O  0.863  -0.314  1.222  0.114
C  2.100  0.094  -0.754  0.035
H  0.396  2.345  -0.707  0.033
H  -0.360  1.924  0.944  0.032
H  -0.012  -0.777  1.241  0.004
H  2.190  0.856  -1.523  -0.002
H  3.043  -0.100  -0.246  0.016
H  1.772  -0.831  -1.241  0.024
S  -3.699  -2.078  0.107  0.006
S  -1.755  -1.419  -0.108  0.007
H  -3.868  -1.635  1.361  0.000
H  -2.027  -0.204  -0.625  -0.001

---

This record from the Open Molecules 2025 dataset describes a cluster of 7 separate species, C34H75N13O8Si in total in a non-equilibrium geometry. The level of theory is wB97M-V/def2-TZVPD.

Results
HOMO level	-8.4526	eV
2S+1	1
DFT total energy	-2944.0607	hartree
gap between HOMO and LUMO	8.98	eV

Last column: Löwdin charge in e.
Atoms and positions in Å:
C  -0.419  -6.164  3.820  -0.118
C  -0.034  -4.733  4.168  -0.276
C  1.224  -4.269  3.436  -0.240
C  1.658  -2.890  3.894  -0.229
C  2.858  -2.327  3.129  -0.201
C  2.568  -2.153  1.628  -0.216
C  2.709  -0.712  1.139  -0.215
C  2.320  -0.617  -0.334  -0.207
C  2.233  0.835  -0.850  -0.181
C  0.876  1.128  -1.475  -0.170
C  0.697  0.408  -2.807  -0.157
O  -0.672  0.058  -3.058  0.018
C  -1.050  -1.147  -2.635  -0.600
O  -0.326  -1.963  -2.141  0.106
N  -2.403  -1.353  -2.877  0.082
C  -3.102  -1.994  -1.742  -0.193
C  -4.479  -2.496  -2.162  -0.181
C  -5.144  -3.388  -1.098  -0.203
C  -6.176  -2.661  -0.235  -0.206
C  -5.498  -1.552  0.576  -0.218
C  -6.416  -0.806  1.562  -0.190
C  -6.274  0.723  1.492  -0.254
C  -5.839  1.419  2.791  -0.251
Si  -4.077  1.129  3.420  0.594
C  -3.418  -0.615  3.173  -0.166
C  -4.109  1.439  5.284  -0.173
C  -2.845  2.257  2.559  -0.249
C  -2.763  2.247  1.153  -0.095
C  -1.824  3.032  0.478  -0.083
C  -0.944  3.851  1.193  -0.065
C  -1.016  3.881  2.592  -0.076
C  -1.960  3.091  3.259  -0.096
H  0.422  -6.830  3.990  0.067
H  -0.744  -6.233  2.787  0.069
H  -1.221  -6.494  4.475  0.064
H  -0.843  -4.059  3.893  0.104
H  0.148  -4.647  5.238  0.104
H  2.030  -4.985  3.595  0.116
H  1.001  -4.286  2.370  0.106
H  0.830  -2.184  3.853  0.112
H  1.944  -2.978  4.945  0.109
H  3.694  -3.004  3.290  0.104
H  3.114  -1.346  3.520  0.101
H  1.555  -2.462  1.382  0.098
H  3.215  -2.780  1.016  0.114
H  2.000  -0.108  1.705  0.118
H  3.731  -0.360  1.267  0.119
H  3.000  -1.211  -0.939  0.103
H  1.328  -1.057  -0.415  0.092
H  3.009  1.021  -1.591  0.095
H  2.418  1.509  -0.019  0.108
H  0.068  0.903  -0.780  0.112
H  0.810  2.197  -1.674  0.109
H  1.357  -0.446  -2.907  0.105
H  0.961  1.103  -3.597  0.126
H  -2.808  -0.434  -3.025  0.133
H  -2.522  -2.829  -1.368  0.118
H  -3.193  -1.267  -0.938  0.107
H  -5.116  -1.617  -2.293  0.108
H  -4.386  -2.985  -3.127  0.107
H  -4.361  -3.789  -0.454  0.108
H  -5.622  -4.229  -1.584  0.074
H  -6.979  -2.265  -0.849  0.116
H  -6.555  -3.396  0.473  0.115
H  -4.662  -2.018  1.084  0.093
H  -5.135  -0.818  -0.140  0.086
H  -7.441  -1.115  1.378  0.105
H  -6.173  -1.131  2.572  0.093
H  -7.256  1.121  1.234  0.100
H  -5.624  1.022  0.674  0.081
H  -6.546  1.174  3.583  0.075
H  -5.921  2.493  2.623  0.077
H  -2.455  -0.698  3.673  0.033
H  -4.066  -1.398  3.557  0.031
H  -3.213  -0.767  2.116  0.016
H  -4.835  2.207  5.539  0.028
H  -4.445  0.529  5.776  0.028
H  -3.127  1.719  5.650  0.015
H  -3.414  1.613  0.565  0.083
H  -1.761  3.002  -0.600  0.096
H  -0.194  4.452  0.694  0.068
H  -0.339  4.501  3.156  0.088
H  -1.992  3.127  4.339  0.081
C  5.004  0.099  -3.473  -0.685
O  5.236  -0.166  -2.305  0.013
N  5.574  1.166  -4.109  0.157
N  4.140  -0.639  -4.229  0.163
H  5.390  1.408  -5.064  0.092
H  6.201  1.737  -3.573  0.088
H  3.713  -1.425  -3.779  0.093
H  3.937  -0.466  -5.198  0.067
C  3.169  -2.995  -7.146  -0.671
O  3.742  -1.941  -6.926  0.016
N  2.321  -3.575  -6.246  0.159
N  3.334  -3.679  -8.318  0.149
H  1.843  -4.439  -6.412  0.094
H  2.170  -3.098  -5.377  0.098
H  3.951  -3.279  -8.999  0.102
H  2.877  -4.546  -8.522  0.092
C  2.553  5.876  0.464  -0.672
O  1.474  5.641  -0.066  -0.003
N  3.704  6.024  -0.256  0.158
N  2.697  6.009  1.812  0.166
H  4.594  6.208  0.164  0.093
H  3.647  5.924  -1.252  0.099
H  1.873  5.905  2.372  0.092
H  3.574  6.200  2.267  0.045
C  -7.442  -6.152  -2.923  -0.681
O  -7.695  -5.374  -2.023  0.024
N  -6.670  -7.266  -2.733  0.150
N  -7.906  -5.974  -4.199  0.148
H  -6.446  -7.918  -3.459  0.089
H  -6.314  -7.422  -1.809  0.103
H  -8.473  -5.166  -4.370  0.102
H  -7.707  -6.601  -4.954  0.089
C  7.672  4.925  -3.287  -0.691
O  6.563  4.834  -2.793  0.020
N  7.988  5.869  -4.226  0.146
N  8.695  4.081  -2.942  0.146
H  8.895  5.955  -4.644  0.090
H  7.261  6.502  -4.501  0.101
H  8.498  3.380  -2.253  0.102
H  9.614  4.133  -3.336  0.090
C  5.550  7.124  4.614  -0.666
O  4.866  6.488  3.829  0.016
N  5.125  8.297  5.167  0.154
N  6.791  6.705  4.999  0.154
H  5.668  8.834  5.815  0.094
H  4.216  8.626  4.902  0.106
H  7.125  5.844  4.610  0.106
H  7.370  7.207  5.643  0.094